# C24H22BCl3IrN2O5SSi

C24H22BCl3IrN2O5SSi as an isolated structure at a distorted geometry (ωB97M-V/def2-TZVPD, the Open Molecules 2025 dataset).

Positions of all 60 atoms, in Å:
Ir: 0.860 -0.900 -0.360
O: -0.775 2.705 -0.583
C: 0.347 3.537 -0.571
C: 0.129 4.800 -1.029
C: 1.181 5.737 -1.082
C: 2.469 5.302 -0.823
C: 2.714 3.994 -0.480
C: 1.648 3.102 -0.231
C: 1.972 1.849 0.313
N: 1.117 0.830 0.778
N: 0.770 1.157 2.060
C: -0.159 0.537 2.708
O: -1.038 -0.274 2.233
C: -0.330 1.042 4.121
C: 0.396 2.143 4.586
C: 0.189 2.549 5.910
C: -0.769 1.898 6.698
C: -1.380 0.718 6.286
C: -1.195 0.326 5.006
H: -0.876 5.133 -1.222
H: 1.013 6.758 -1.373
H: 3.241 6.029 -1.047
H: 3.703 3.605 -0.257
H: 2.965 1.488 0.276
H: 0.969 2.700 3.922
H: 0.633 3.469 6.305
H: -1.015 2.258 7.694
H: -2.142 0.281 6.948
H: -1.752 -0.526 4.614
O: -0.170 1.468 -2.545
B: -0.986 1.748 -1.503
O: -2.168 1.019 -1.601
C: -2.063 0.267 -2.693
C: -2.974 -0.652 -3.230
C: -2.519 -1.382 -4.331
C: -1.271 -1.182 -4.879
C: -0.424 -0.190 -4.414
C: -0.830 0.532 -3.313
H: -3.975 -0.800 -2.859
H: -3.187 -2.091 -4.735
H: -0.919 -1.770 -5.736
H: 0.483 -0.046 -4.996
Cl: 3.198 -1.132 0.109
Si: -0.873 -1.507 1.009
Cl: -0.659 -3.356 2.049
Cl: -2.896 -1.515 0.584
O: 0.946 -2.648 -3.083
S: 0.702 -2.753 -1.623
C: 1.850 -3.976 -0.806
C: 1.088 -5.388 -0.762
C: -0.197 -5.194 -1.633
C: -0.717 -3.816 -1.464
H: 2.126 -3.604 0.157
H: 2.779 -3.930 -1.415
H: 0.730 -5.566 0.227
H: 1.708 -6.238 -1.058
H: -0.943 -5.972 -1.305
H: -0.013 -5.294 -2.712
H: -1.289 -3.665 -0.553
H: -1.422 -3.611 -2.285

Frontier orbital gap (alpha / beta) (Eh): 0.1938 / 0.1840
Spin multiplicity: 6
HOMO level (alpha / beta) (eV): -5.34 / -8.59
Total charge: 0

***

# C24H22Br2FN3O4

A 3-piece molecular cluster, C24H22Br2FN3O4 overall (ωB97M-V/def2-TZVPD, the Open Molecules 2025 dataset).

Positions of all 56 atoms, in Å:
C: -0.733 -4.006 3.551
C: -1.820 -3.825 2.477
C: -1.272 -3.320 1.150
O: -1.285 -1.887 1.172
C: -0.712 -1.280 0.039
C: 0.613 -0.627 0.332
C: 1.523 -1.007 1.229
F: 1.408 -2.092 1.983
C: 2.800 -0.273 1.454
O: 3.759 -0.794 1.959
C: 2.810 1.151 1.003
N: 3.764 1.998 1.596
C: 4.952 1.843 1.333
O: 6.074 1.780 1.048
C: 1.919 1.554 0.091
C: 1.857 2.951 -0.372
Br: 3.056 3.419 -1.750
C: 1.018 3.854 0.126
C: 0.884 5.292 -0.253
Br: -0.207 3.284 1.453
C: 0.957 0.570 -0.481
O: 0.481 0.745 -1.576
H: 0.250 -4.164 3.110
H: -0.964 -4.844 4.210
H: -0.673 -3.120 4.184
H: -2.519 -3.061 2.804
H: -2.349 -4.760 2.298
H: -1.920 -3.638 0.325
H: -0.250 -3.674 0.982
H: -1.391 -0.492 -0.292
H: -0.611 -1.999 -0.780
H: 0.628 5.876 0.630
H: 0.061 5.406 -0.960
H: 1.811 5.678 -0.668
N: -4.855 -2.365 3.020
C: -5.479 -2.845 4.092
C: -6.720 -2.398 4.522
C: -7.346 -1.396 3.798
C: -6.708 -0.887 2.679
C: -5.469 -1.405 2.333
H: -4.956 -3.627 4.633
H: -7.181 -2.827 5.401
H: -8.314 -1.019 4.101
H: -7.158 -0.104 2.084
H: -4.937 -1.034 1.463
N: 2.551 2.407 -6.282
C: 3.045 2.154 -7.491
C: 4.386 1.902 -7.738
C: 5.266 1.916 -6.668
C: 4.768 2.178 -5.403
C: 3.408 2.415 -5.263
H: 2.326 2.153 -8.304
H: 4.729 1.700 -8.743
H: 6.321 1.724 -6.818
H: 5.417 2.198 -4.537
H: 2.985 2.622 -4.285

Frontier orbital gap (Eh): 0.2898
HOMO level (eV): -9.39
Total charge: 0

***

# C24H22BrF3N7ReS2

C24H22BrF3N7ReS2 as an isolated structure at a distorted geometry (ωB97M-V/def2-TZVPD, the Open Molecules 2025 dataset).

Positions of all 60 atoms, in Å:
Re: 0.750 0.404 -0.051
N: -1.148 0.142 2.955
C: 0.093 0.631 3.027
N: 0.885 0.700 1.925
C: 2.247 1.067 2.302
C: 2.307 1.375 3.634
S: 0.836 1.134 4.485
C: 3.327 0.613 1.365
C: 4.651 0.489 1.464
S: 5.256 -0.406 0.163
C: 3.653 -0.669 -0.510
N: 2.750 -0.125 0.308
N: 3.297 -1.278 -1.666
H: -1.607 0.029 3.859
H: -1.252 -0.544 2.211
H: 3.180 1.726 4.126
H: 5.219 0.800 2.338
H: 4.098 -1.785 -2.020
H: 2.347 -1.644 -1.617
C: -4.452 3.126 -0.013
C: -3.304 2.501 -0.751
C: -3.106 2.722 -2.119
C: -2.003 2.255 -2.791
C: -1.062 1.605 -2.032
Br: 0.546 0.735 -2.715
N: -1.131 1.415 -0.677
C: -2.239 1.866 -0.061
H: -5.387 2.814 -0.473
H: -4.302 4.215 -0.191
H: -4.481 2.873 1.073
H: -3.881 3.247 -2.638
H: -2.086 2.353 -3.847
H: -2.292 1.639 0.978
C: 4.193 4.338 -1.228
N: 2.740 4.367 -1.359
C: 1.950 5.220 -2.279
C: 2.076 3.424 -0.752
N: 1.489 2.572 -0.220
H: 4.636 4.035 -2.174
H: 4.458 3.690 -0.410
H: 4.539 5.302 -1.087
H: 2.481 5.496 -3.153
H: 1.596 6.145 -1.729
H: 1.082 4.642 -2.538
F: -2.149 -8.416 0.499
C: -3.127 -7.551 0.518
F: -3.845 -7.819 1.633
F: -3.903 -7.877 -0.545
C: -2.585 -6.159 0.398
C: -3.058 -5.275 -0.516
C: -2.391 -4.014 -0.638
C: -1.281 -3.786 0.122
C: -0.824 -4.668 1.108
C: -1.499 -5.905 1.207
C: -0.482 -2.520 0.052
C: -0.038 -1.386 -0.087
H: -3.923 -5.496 -1.154
H: -2.656 -3.274 -1.418
H: 0.055 -4.461 1.688
H: -1.245 -6.651 2.024

Frontier orbital gap (alpha / beta) (Eh): 0.2297 / 0.1136
Spin multiplicity: 4
Energy above the lowest of the compared OMol25 structures with the same formula, charge and spin (kcal/mol): 44.7
HOMO level (alpha / beta) (eV): -15.60 / -15.94
Total charge: +3

***

# C24H22BrN2O2PdTe

C24H22BrN2O2PdTe as an isolated structure (ωB97M-V/def2-TZVPD, the Open Molecules 2025 dataset).

Positions of all 53 atoms, in Å:
Pd: -0.505 0.383 0.451
O: 2.240 4.683 1.917
C: 2.030 4.836 0.565
C: 2.748 5.751 -0.187
C: 2.498 5.872 -1.545
C: 1.532 5.080 -2.148
C: 0.825 4.165 -1.381
C: 1.069 4.021 -0.022
C: 0.252 3.047 0.801
O: -0.597 2.257 -0.006
N: 1.161 2.201 1.578
N: 0.745 0.969 1.934
C: 1.515 0.167 2.565
C: 1.228 -1.245 2.727
Br: -0.381 -1.849 1.880
C: 2.001 -2.070 3.430
C: 1.917 -3.517 3.691
C: 1.473 -4.452 2.761
C: 1.440 -5.799 3.088
C: 1.846 -6.225 4.346
C: 2.309 -5.300 5.272
C: 2.357 -3.957 4.940
H: 2.845 5.366 2.227
H: 3.500 6.370 0.290
H: 3.058 6.590 -2.128
H: 1.325 5.179 -3.204
H: 0.047 3.560 -1.824
H: -0.402 3.610 1.480
H: 2.069 2.532 1.868
H: 2.475 0.527 2.929
H: 2.824 -1.567 3.933
H: 1.184 -4.146 1.765
H: 1.104 -6.518 2.353
H: 1.814 -7.276 4.598
H: 2.640 -5.626 6.249
H: 2.730 -3.239 5.659
C: -2.797 0.856 -2.510
Te: -0.910 -0.016 -2.058
C: -1.985 -1.832 -2.362
C: -2.984 -1.454 -3.431
C: -3.490 -2.379 -4.334
C: -4.403 -1.978 -5.298
C: -4.805 -0.652 -5.368
C: -4.294 0.279 -4.475
C: -3.388 -0.120 -3.502
H: -2.668 1.856 -2.912
H: -3.351 0.917 -1.574
H: -2.464 -2.083 -1.416
H: -1.319 -2.640 -2.654
H: -3.166 -3.411 -4.287
H: -4.791 -2.701 -6.003
H: -5.507 -0.336 -6.128
H: -4.598 1.316 -4.538

Frontier orbital gap (Eh): 0.2561
Energy above the lowest of the compared OMol25 structures with the same formula, charge and spin (kcal/mol): 11.4
HOMO level (eV): -10.98
Total charge: +1

***

# C24H22BrN3OReSSi

C24H22BrN3OReSSi as an isolated structure (ωB97M-V/def2-TZVPD, the Open Molecules 2025 dataset).

Positions of all 54 atoms, in Å:
Re: -0.017 -0.429 0.118
Br: 2.078 -1.399 6.922
C: 1.173 -1.298 5.290
C: 0.350 -2.362 4.882
C: -0.336 -2.316 3.687
C: -0.187 -1.225 2.845
O: -0.870 -1.230 1.668
C: 0.609 -0.134 3.252
C: 0.558 1.118 2.575
N: 0.137 1.249 1.349
C: -0.238 2.489 0.745
C: -0.104 3.746 1.261
C: -0.602 4.854 0.537
C: -1.245 4.687 -0.657
C: -1.409 3.389 -1.199
C: -2.092 3.108 -2.404
C: -2.213 1.817 -2.846
C: -1.631 0.784 -2.109
N: -0.987 1.018 -0.968
C: -0.879 2.308 -0.490
C: 1.272 -0.184 4.503
H: 0.242 -3.225 5.527
H: -0.988 -3.123 3.381
H: 0.825 2.011 3.136
H: 0.364 3.914 2.222
H: -0.483 5.845 0.953
H: -1.643 5.538 -1.194
H: -2.522 3.924 -2.973
H: -2.735 1.576 -3.761
H: -1.670 -0.244 -2.446
H: 1.852 0.669 4.833
C: 5.849 -3.834 -0.988
Si: 4.021 -3.805 -0.721
C: 3.562 -4.356 0.986
C: 3.122 -4.731 -2.044
C: 3.508 -1.948 -0.810
C: 4.464 -0.931 -0.800
C: 4.129 0.429 -0.759
C: 2.808 0.781 -0.709
N: 1.860 -0.178 -0.774
C: 2.198 -1.486 -0.842
S: 0.697 -2.452 -0.796
H: 6.186 -4.869 -1.083
H: 6.402 -3.390 -0.157
H: 6.135 -3.321 -1.911
H: 3.852 -5.398 1.147
H: 2.486 -4.286 1.160
H: 4.079 -3.750 1.734
H: 3.576 -5.720 -2.146
H: 3.212 -4.231 -3.011
H: 2.063 -4.880 -1.827
H: 5.514 -1.198 -0.807
H: 4.891 1.195 -0.758
H: 2.467 1.806 -0.651

Frontier orbital gap (alpha / beta) (Eh): 0.2456 / 0.2315
Spin multiplicity: 4
HOMO level (alpha / beta) (eV): -13.95 / -14.21
Total charge: +2

***

# C24H22Cl2PTc

C24H22Cl2PTc as an isolated structure at a distorted geometry (ωB97M-V/def2-TZVPD, the Open Molecules 2025 dataset).

Positions of all 50 atoms, in Å:
C: 3.596 3.196 0.762
C: 2.432 3.071 -0.077
C: 1.286 3.278 0.770
H: 2.414 2.939 -1.155
C: 1.761 3.518 2.090
C: 3.161 3.470 2.072
H: 3.782 3.566 2.942
H: 4.623 3.149 0.462
H: 0.240 3.216 0.480
H: 1.159 3.703 2.955
Tc: 2.496 1.567 1.599
Cl: 1.075 1.064 3.373
P: -0.382 -0.322 0.021
C: -2.088 0.337 -0.186
C: -2.810 0.337 -1.390
H: -2.366 -0.074 -2.303
C: -4.119 0.847 -1.430
H: -4.682 0.834 -2.367
C: -4.712 1.370 -0.272
H: -5.730 1.776 -0.304
C: -3.988 1.380 0.928
H: -4.439 1.783 1.839
C: -2.684 0.886 0.970
H: -2.114 0.922 1.904
C: 0.039 -0.640 -1.738
C: 0.567 0.451 -2.462
H: 0.703 1.412 -1.958
C: 0.919 0.307 -3.804
H: 1.338 1.159 -4.348
C: 0.754 -0.926 -4.452
H: 1.040 -1.037 -5.505
C: 0.235 -2.015 -3.737
H: 0.098 -2.976 -4.240
C: -0.111 -1.875 -2.384
H: -0.517 -2.735 -1.842
C: -0.771 -2.033 0.577
C: -2.054 -2.602 0.593
H: -2.920 -2.024 0.256
C: -2.237 -3.927 1.026
H: -3.236 -4.371 1.023
C: -1.140 -4.685 1.461
H: -1.282 -5.714 1.809
C: 0.140 -4.113 1.459
H: 1.001 -4.694 1.801
C: 0.324 -2.798 1.031
H: 1.321 -2.348 1.049
Cl: 5.488 1.788 2.704
C: 4.163 0.561 2.356
H: 4.646 -0.435 2.338
H: 3.578 0.455 3.305

Frontier orbital gap (alpha / beta) (Eh): 0.2194 / 0.1860
Spin multiplicity: 4
HOMO level (alpha / beta) (eV): -11.19 / -11.18
Total charge: +1

***

# C24H22IrN4O2S

C24H22IrN4O2S as an isolated structure at a distorted geometry (ωB97M-V/def2-TZVPD, the Open Molecules 2025 dataset).

Positions of all 54 atoms, in Å:
Ir: 0.618 0.662 -1.371
C: 3.654 -0.415 -1.439
N: 2.743 0.731 -1.377
C: 3.249 1.920 -1.335
C: 2.353 3.004 -1.425
C: 2.506 4.417 -1.476
C: 1.262 4.911 -1.722
C: 0.357 3.770 -1.815
N: 1.027 2.654 -1.630
C: 3.515 -1.323 -0.236
C: 3.470 -0.783 1.046
C: 3.469 -1.619 2.153
C: 3.484 -2.996 1.984
C: 3.523 -3.537 0.708
C: 3.532 -2.701 -0.399
H: 4.678 -0.044 -1.512
H: 3.438 -0.975 -2.350
H: 4.321 2.079 -1.280
H: 3.428 4.961 -1.341
H: 0.968 5.943 -1.833
H: -0.702 3.770 -2.026
H: 3.465 0.293 1.187
H: 3.462 -1.198 3.150
H: 3.476 -3.646 2.849
H: 3.559 -4.610 0.576
H: 3.591 -3.121 -1.396
C: -5.105 1.429 4.072
C: -4.445 1.300 2.731
C: -5.006 0.492 1.741
C: -4.384 0.332 0.518
C: -3.185 1.006 0.292
C: -2.625 1.861 1.243
C: -3.269 2.005 2.452
S: -2.302 0.633 -1.138
O: -3.078 -0.111 -2.067
O: -1.501 1.776 -1.614
N: -1.004 -0.270 -0.596
C: -0.834 -1.591 -0.943
C: -1.742 -2.625 -0.852
C: -1.319 -3.862 -1.304
C: -0.038 -4.002 -1.824
C: 0.789 -2.899 -1.889
N: 0.398 -1.705 -1.438
H: -5.698 0.548 4.310
H: -5.780 2.288 4.071
H: -4.372 1.595 4.860
H: -5.937 -0.024 1.939
H: -4.809 -0.285 -0.263
H: -1.713 2.399 1.018
H: -2.858 2.664 3.206
H: -2.736 -2.456 -0.466
H: -1.989 -4.711 -1.260
H: 0.318 -4.957 -2.183
H: 1.778 -2.974 -2.306

Frontier orbital gap (alpha / beta) (Eh): 0.2231 / 0.1850
Spin multiplicity: 2
Energy above the lowest of the compared OMol25 structures with the same formula, charge and spin (kcal/mol): 48.0
HOMO level (alpha / beta) (eV): -14.56 / -14.58
Total charge: +2

***

# C24H22N4O4Pd

C24H22N4O4Pd as an isolated structure (ωB97M-V/def2-TZVPD, the Open Molecules 2025 dataset).

Positions of all 55 atoms, in Å:
Pd: -1.645 1.065 -0.240
O: 3.550 3.372 1.211
C: 4.037 2.281 0.710
C: 5.395 2.195 0.302
C: 5.912 1.041 -0.242
C: 5.118 -0.096 -0.414
C: 3.791 -0.040 -0.023
C: 3.239 1.110 0.531
C: 1.818 1.158 0.953
O: 1.386 2.302 1.428
N: 1.087 0.096 0.859
N: -0.284 0.260 1.160
C: -0.651 -0.249 2.272
C: -2.027 -0.461 2.698
C: -2.281 -0.523 4.068
C: -3.534 -0.802 4.582
C: -4.566 -1.065 3.670
C: -4.347 -1.053 2.315
C: -3.067 -0.747 1.737
O: -2.887 -0.784 0.483
H: 2.242 2.948 1.406
H: 6.006 3.081 0.431
H: 6.955 1.020 -0.545
H: 5.526 -0.999 -0.850
H: 3.151 -0.905 -0.144
H: 0.141 -0.596 2.943
H: -1.453 -0.336 4.747
H: -3.709 -0.823 5.650
H: -5.563 -1.292 4.040
H: -5.148 -1.269 1.617
N: 0.380 -1.510 -1.446
C: 0.289 -0.623 -2.472
N: -0.261 -1.105 -3.555
C: -0.604 -2.399 -3.210
C: -1.236 -3.391 -3.959
C: -1.479 -4.612 -3.358
C: -1.106 -4.854 -2.026
C: -0.475 -3.885 -1.267
C: -0.227 -2.661 -1.878
H: 0.643 -1.201 -0.506
H: 0.661 0.383 -2.356
H: -1.534 -3.190 -4.981
H: -1.980 -5.394 -3.917
H: -1.331 -5.814 -1.578
H: -0.210 -4.063 -0.233
C: -1.342 4.004 0.033
C: -1.389 2.902 -1.012
C: -0.301 3.017 -2.068
O: -2.571 2.493 -1.408
H: -1.447 4.985 -0.455
H: -0.399 3.988 0.580
H: -2.166 3.875 0.734
H: -0.408 3.964 -2.616
H: -0.396 2.201 -2.784
H: 0.695 3.005 -1.617

Frontier orbital gap (Eh): 0.2333
Energy above the lowest of the compared OMol25 structures with the same formula, charge and spin (kcal/mol): 0.0
HOMO level (eV): -1.39
Total charge: -2

***

Look up the total charge of the first one.
0

***

Look up the total charge of the seventh one.
+2